Entry 1:
The following is a quantum chemistry calculation of 3 unconnected molecules or ions with the total composition C37H66N4O3, from OMol25.

Calculated values
E_HOMO = -8.61 eV
max |F| = 0.0163 hartree/bohr
DFT total energy = -51542.3117 eV
HOMO-LUMO gap = 9.106 eV

Atoms and positions in Å:
C  -6.99353  1.10176  3.03332
C  -7.13604  -0.39146  2.75394
C  -6.37287  -0.83467  1.50423
C  -7.12112  -0.56339  0.20097
C  -6.24595  -0.78386  -1.03504
C  -5.16418  0.29167  -1.22031
C  -4.84275  0.63180  -2.69082
C  -3.38637  0.43000  -3.11268
C  -2.98700  -1.03640  -3.34378
C  -2.47705  -1.77083  -2.08502
C  -3.12778  -3.14052  -1.79663
C  -3.50087  -3.36688  -0.31842
C  -2.33720  -3.88196  0.53412
C  -1.51333  -2.75158  1.18038
C  -0.00614  -2.90131  1.00793
C  0.69631  -1.69396  1.61914
N  2.06449  -1.48898  1.15208
C  2.69576  -0.31648  1.78153
C  4.01234  -0.72354  2.45519
C  3.80603  -1.42743  3.80338
N  4.67686  -2.56987  4.09225
C  2.92506  0.78351  0.74685
O  1.79268  1.55792  0.43019
C  1.18175  2.27640  1.48206
C  2.13290  3.07808  2.37693
C  3.10850  4.08068  1.81296
O  3.57943  4.94913  2.48837
O  3.44450  3.91181  0.51352
C  0.01782  3.06617  0.86544
C  -1.01447  2.05937  0.33157
C  0.42142  4.03011  -0.25824
C  0.74464  5.46319  0.20278
H  -5.94110  1.38121  3.08989
H  -7.45543  1.68583  2.23534
H  -7.48251  1.37415  3.96862
H  -8.19273  -0.63489  2.61370
H  -6.77855  -0.95908  3.61480
H  -6.18217  -1.91053  1.55442
H  -5.39750  -0.33983  1.48034
H  -7.97947  -1.23718  0.15035
H  -7.48069  0.46958  0.18466
H  -6.88285  -0.82662  -1.92088
H  -5.78514  -1.77253  -0.94063
H  -5.50517  1.19157  -0.70194
H  -4.25348  -0.03120  -0.71645
H  -5.47876  0.02534  -3.34107
H  -5.11529  1.67225  -2.87787
H  -2.71484  0.87108  -2.37045
H  -3.23945  0.97214  -4.04930
H  -2.19332  -1.04696  -4.09243
H  -3.83691  -1.56946  -3.77587
H  -1.40026  -1.91490  -2.19346
H  -2.61524  -1.12421  -1.21964
H  -2.42615  -3.93068  -2.07317
H  -4.02319  -3.26066  -2.40842
H  -4.33467  -4.06995  -0.27331
H  -3.84234  -2.41544  0.09695
H  -2.69980  -4.56295  1.30606
H  -1.66303  -4.46953  -0.09521
H  -1.75449  -2.64775  2.24071
H  -1.79650  -1.81058  0.70234
H  0.22522  -2.96845  -0.05846
H  0.34908  -3.80294  1.51173
H  0.71737  -1.83189  2.70244
H  0.08276  -0.80714  1.39763
H  2.05118  -1.34080  0.15053
H  2.02285  0.02146  2.57436
H  4.53790  -1.40056  1.77816
H  4.65274  0.15158  2.60074
H  3.99033  -0.70569  4.60137
H  2.77258  -1.76301  3.89569
H  5.62257  -2.24160  4.24549
H  4.71574  -3.18064  3.28424
H  3.78766  1.40513  1.01380
H  3.18506  0.29138  -0.19581
H  0.70420  1.55207  2.15601
H  2.75065  2.39525  2.97002
H  1.52496  3.62454  3.09907
H  4.40946  3.76937  0.46926
H  -0.46263  3.63724  1.66445
H  -1.12327  1.19289  0.98643
H  -1.98761  2.53831  0.21455
H  -0.71293  1.69353  -0.65137
H  1.24637  3.60380  -0.82551
H  -0.42297  4.08534  -0.94929
H  0.92504  5.50456  1.27903
H  -0.06750  6.14954  -0.02810
H  1.65988  5.83028  -0.25981
N  2.28120  -2.22418  -2.41019
C  3.60591  -2.09413  -2.41973
C  4.48425  -3.15766  -2.54936
C  3.95931  -4.43435  -2.67235
C  2.58357  -4.58834  -2.66301
C  1.79322  -3.45555  -2.53324
H  3.97904  -1.07977  -2.31703
H  5.55221  -2.98767  -2.55034
H  4.61102  -5.29249  -2.77183
H  2.12700  -5.56423  -2.75207
H  0.71111  -3.53967  -2.52342
N  6.18335  3.45632  -0.79653
C  6.16291  2.23890  -1.33669
C  6.97493  1.85876  -2.39303
C  7.85276  2.79310  -2.91881
C  7.88128  4.06346  -2.36717
C  7.02998  4.34521  -1.31008
H  5.45779  1.53818  -0.90218
H  6.91618  0.85611  -2.79344
H  8.50207  2.53602  -3.74540
H  8.54820  4.82494  -2.74616
H  7.02316  5.32686  -0.85094


Entry 2:
The following is a quantum chemistry calculation of a molecular structure, C37H67N6O6PdS5 in a non-equilibrium geometry, from OMol25.

Calculated values
total charge = +1
2S+1 = 3
E_HOMO (spin up / spin down) = -9.69 / -9.69 eV
max |F| = 0.0355 hartree/bohr
DFT total energy = -118323.2119 eV
energy relative to the best compared isomer or geometry (same formula, charge and spin) = 200.61 kJ/mol
HOMO-LUMO gap (spin up / spin down) = 7.269 / 4.976 eV

Atoms and positions in Å:
Pd  -9.01940  -8.93788  -18.57242
C  -12.84966  -6.89891  -18.53349
C  -11.91870  -7.58307  -17.54113
C  -12.75624  -8.18101  -16.41476
O  -11.08961  -8.58176  -18.04715
H  -12.34125  -6.37429  -19.34282
H  -13.37896  -6.12125  -17.97642
H  -13.59279  -7.57689  -18.95717
H  -11.28766  -6.80364  -17.08108
H  -13.39218  -7.38826  -16.00831
H  -12.19479  -8.55215  -15.55801
H  -13.49225  -8.90562  -16.76663
C  -10.06764  -5.12792  -19.98636
S  -8.52351  -5.89199  -20.40952
O  -8.67611  -7.40062  -20.40745
C  -8.44334  -5.45647  -22.15634
H  -10.01922  -4.04740  -19.85682
H  -10.46295  -5.54778  -19.06229
H  -10.78836  -5.36239  -20.77531
H  -9.37309  -5.71611  -22.66461
H  -7.60735  -5.93628  -22.65316
H  -8.33115  -4.37029  -22.10899
C  -16.76310  -9.04098  -16.57737
S  -15.93292  -8.44149  -15.03146
O  -16.82965  -7.39625  -14.44381
C  -16.16293  -9.97554  -14.07303
H  -16.51158  -8.35429  -17.38515
H  -17.81921  -9.01921  -16.32004
H  -16.37484  -10.00773  -16.89520
H  -17.18076  -10.12414  -13.72567
H  -15.42213  -9.92284  -13.27812
H  -15.84652  -10.77724  -14.74325
C  -12.20132  -7.43094  -22.11383
S  -12.47042  -7.86065  -23.87066
O  -11.79341  -6.76305  -24.64409
C  -14.25278  -7.50193  -23.98177
H  -12.83579  -8.08285  -21.50614
H  -12.50310  -6.39628  -21.98278
H  -11.17945  -7.64997  -21.80790
H  -14.42837  -7.74209  -25.03198
H  -14.52083  -6.45862  -23.83728
H  -14.79319  -8.21226  -23.35826
C  -8.84194  -4.87181  -16.30427
S  -7.73418  -6.30614  -16.43709
O  -8.38525  -7.18007  -17.47582
C  -6.27854  -5.53744  -17.19491
H  -9.17867  -4.52030  -17.27673
H  -8.39952  -4.10702  -15.66758
H  -9.72097  -5.23417  -15.76686
H  -6.42246  -5.21952  -18.22566
H  -5.55141  -6.35053  -17.21737
H  -5.96256  -4.73717  -16.52903
C  -9.21411  -8.86814  -14.30171
S  -8.39704  -10.22093  -15.19869
O  -8.30653  -9.79296  -16.64160
C  -6.70643  -9.97450  -14.56253
H  -10.05351  -8.56786  -14.93363
H  -8.51575  -8.03664  -14.26055
H  -9.63727  -9.18271  -13.35109
H  -6.64439  -9.70625  -13.51007
H  -6.21682  -9.19630  -15.14934
H  -6.18172  -10.90731  -14.76180
N  -16.82813  -5.36373  -21.22511
C  -16.73243  -4.01891  -21.40098
C  -15.40262  -3.66494  -21.39107
C  -14.66634  -4.85418  -21.19970
C  -15.56915  -5.88605  -21.08746
H  -17.66172  -5.90004  -21.06840
H  -17.60664  -3.38911  -21.33949
H  -15.06021  -2.64690  -21.46808
H  -13.59476  -4.93897  -21.13973
H  -15.50571  -6.96137  -21.02304
N  -11.93799  -3.47469  -16.61246
C  -12.17789  -3.39014  -17.96488
C  -11.58538  -2.22743  -18.39061
C  -10.95370  -1.61963  -17.28779
C  -11.21027  -2.40401  -16.18517
H  -12.17277  -4.28692  -16.06737
H  -12.77451  -4.05472  -18.56128
H  -11.47805  -1.77907  -19.36738
H  -10.45838  -0.66317  -17.33669
H  -10.81311  -2.34605  -15.18554
N  -12.62460  -11.06346  -18.48539
C  -13.68553  -11.66058  -17.83404
C  -13.92124  -12.83504  -18.51395
C  -12.97418  -12.99603  -19.53245
C  -12.16504  -11.87310  -19.46867
H  -12.22450  -10.15772  -18.27688
H  -14.12689  -11.26391  -16.93801
H  -14.59255  -13.62996  -18.21986
H  -12.77124  -13.84771  -20.15785
H  -11.24259  -11.65659  -19.98452
N  -13.03564  -12.11573  -12.56732
C  -13.15109  -13.39511  -12.15926
C  -13.04639  -14.21338  -13.25673
C  -12.95046  -13.34604  -14.38599
C  -12.90536  -12.04595  -13.94373
H  -13.01295  -11.34272  -11.92830
H  -13.24507  -13.58875  -11.10199
H  -12.90256  -15.27931  -13.27365
H  -12.86053  -13.70846  -15.39775
H  -12.81075  -11.03652  -14.30946
N  -11.38884  -3.89549  -12.62815
C  -10.23815  -4.61570  -12.46579
C  -10.38609  -5.80337  -13.14445
C  -11.65124  -5.74778  -13.77981
C  -12.28985  -4.60417  -13.38001
H  -11.53895  -2.98683  -12.22810
H  -9.40709  -4.18776  -11.93040
H  -9.58316  -6.51732  -13.17960
H  -12.00678  -6.47790  -14.49024
H  -13.23319  -4.13624  -13.60703
N  -15.90516  -4.12892  -18.22463
C  -15.27949  -2.97986  -17.86012
C  -15.01421  -3.09164  -16.50214
C  -15.51588  -4.33016  -16.07029
C  -16.01092  -4.99710  -17.16989
H  -16.23159  -4.30264  -19.16373
H  -14.96974  -2.30816  -18.64197
H  -14.49145  -2.32369  -15.95463
H  -15.44680  -4.67782  -15.05085
H  -16.49158  -5.94878  -17.31298


Question: Which value of max |F| does entry 1 give?
Answer: 0.0163 hartree/bohr


Question: What is the formula in the second record?
Answer: C37H67N6O6PdS5